{
  "formula": "C34H49HgN7O6PS",
  "method": "wB97M-V/def2-TZVPD",
  "species": ["Hg", "N", "C", "C", "O", "N", "C", "C", "O", "O", "H", "H", "H", "H", "H", "H", "N", "C", "C", "C", "C", "C", "C", "S", "O", "O", "N", "C", "N", "C", "C", "C", "N", "H", "H", "H", "H", "H", "H", "H", "H", "H", "O", "C", "C", "C", "C", "C", "C", "N", "H", "H", "H", "H", "H", "H", "H", "H", "H", "H", "H", "C", "C", "C", "C", "P", "C", "C", "C", "C", "C", "C", "C", "C", "C", "C", "H", "H", "H", "H", "H", "H", "H", "H", "H", "H", "H", "H", "H", "H", "H", "H", "H", "H", "H", "H", "H", "H", "H"],
  "positions_angstrom": [[0.901557, -0.559170, 1.644618], [1.861803, 0.976752, -1.636792], [2.828385, -0.074192, -1.341943], [3.576600, 0.210859, -0.038836], [4.797140, 0.428510, -0.086269], [2.856014, 0.200673, 1.091134], [3.642151, 0.450202, 2.295692], [2.875513, 0.422530, 3.638923], [3.526381, 0.711805, 4.647402], [1.637934, 0.099912, 3.630825], [1.348222, 1.209265, -0.795479], [1.147798, 0.647581, -2.272856], [3.573738, -0.081578, -2.140503], [2.386019, -1.078454, -1.270675], [4.138888, 1.423486, 2.233913], [4.440031, -0.295924, 2.378154], [-2.615533, -4.305125, -5.772143], [-2.433552, -3.439564, -4.671632], [-1.589680, -2.339438, -4.781909], [-1.440604, -1.470556, -3.707337], [-2.135369, -1.712396, -2.532262], [-2.990523, -2.794418, -2.416299], [-3.139644, -3.662255, -3.490769], [-1.943026, -0.556528, -1.176095], [-1.264907, 0.569282, -1.785810], [-3.267907, -0.289667, -0.665971], [-0.953090, -1.168217, -0.068840], [-1.474331, -1.988227, 0.916011], [-0.846925, -1.815426, 2.116883], [-1.253713, -2.632665, 3.161105], [-2.230399, -3.584155, 2.965492], [-2.798639, -3.696469, 1.704104], [-2.412157, -2.875790, 0.656616], [-1.825454, -4.305949, -6.398610], [-2.862944, -5.241480, -5.491875], [-1.057742, -2.160787, -5.709838], [-0.795143, -0.605890, -3.770121], [-3.494387, -2.949065, -1.471438], [-3.805657, -4.514968, -3.420809], [-0.786714, -2.451387, 4.119161], [-2.559452, -4.217990, 3.779633], [-3.558428, -4.434122, 1.468030], [2.120097, -3.010517, 1.110903], [1.912149, -3.806943, 0.200069], [2.627469, -5.152676, 0.195083], [1.671055, -6.311564, 0.554893], [0.200826, -6.031073, 0.244648], [-0.089097, -5.758743, -1.227641], [0.750199, -4.602389, -1.812134], [1.088009, -3.583039, -0.839450], [3.432427, -5.093761, 0.924667], [3.078391, -5.311747, -0.786443], [1.748572, -6.500335, 1.627745], [1.988803, -7.222280, 0.035750], [-0.143208, -5.181754, 0.837833], [-0.393108, -6.892665, 0.562053], [-1.146151, -5.508827, -1.314676], [0.103006, -6.661982, -1.819107], [0.193731, -4.117965, -2.611020], [1.672872, -4.997427, -2.247355], [0.462223, -2.773828, -0.756547], [-1.392390, 6.092756, -0.187629], [-0.710311, 4.903623, -0.859508], [0.317016, 5.375287, -1.891183], [-1.785291, 4.075118, -1.578519], [0.152373, 3.612652, 0.244272], [-1.150745, 3.321040, 1.504020], [-1.585143, 4.195860, 2.503482], [-2.557268, 3.807181, 3.410267], [-3.126685, 2.543445, 3.339546], [-2.708564, 1.662108, 2.354416], [-1.728425, 2.045673, 1.451398], [1.575601, 4.437828, 1.207859], [1.714844, 3.604313, 2.486851], [2.816580, 4.200824, 0.335737], [1.479106, 5.920579, 1.560125], [-1.905384, 6.689790, -0.951010], [-0.686407, 6.741801, 0.330590], [-2.139218, 5.748862, 0.527492], [-0.179920, 5.919992, -2.701442], [0.837867, 4.514523, -2.317572], [1.060786, 6.038792, -1.445028], [-2.198530, 4.642044, -2.420409], [-2.598894, 3.824559, -0.894846], [-1.379539, 3.134810, -1.949969], [-1.159949, 5.187542, 2.585391], [-2.874649, 4.496576, 4.185520], [-3.886264, 2.245592, 4.052142], [-3.134840, 0.669421, 2.280963], [-1.420938, 1.358610, 0.678894], [1.622831, 2.538191, 2.263078], [0.946026, 3.853722, 3.217008], [2.695450, 3.753683, 2.947350], [2.902297, 3.148029, 0.064738], [3.723941, 4.489109, 0.876263], [2.769806, 4.778918, -0.590060], [0.602633, 6.138247, 2.170499], [1.446556, 6.543554, 0.664223], [2.365121, 6.215857, 2.133197]],
  "forces_ev_per_a": [[0.06, -0.60, -0.48], [-0.10, 0.13, 0.04], [0.09, -0.03, 0.00], [-0.12, -0.14, -0.14], [0.03, 0.01, 0.02], [-0.07, 0.22, 0.28], [-0.13, 0.02, 0.07], [-0.04, 0.02, -0.04], [0.07, 0.03, -0.08], [0.34, 0.33, 0.63], [-0.09, 0.12, 0.07], [-0.08, -0.06, -0.03], [0.06, -0.13, 0.14], [-0.07, 0.00, 0.03], [0.04, -0.05, 0.02], [0.03, 0.07, 0.02], [-0.04, 0.09, 0.01], [-0.06, -0.15, -0.11], [0.00, 0.08, 0.18], [-0.06, -0.31, -0.13], [0.19, 0.36, 0.28], [-0.06, -0.27, -0.18], [0.12, 0.22, 0.13], [0.38, -0.07, 0.65], [0.24, 0.03, -0.11], [-0.15, -0.14, -0.05], [-0.45, 0.42, -0.97], [-0.39, -0.66, 0.26], [-0.01, 0.41, -0.97], [0.19, -0.09, 0.50], [0.07, 0.20, -0.22], [-0.22, -0.26, 0.08], [0.32, 0.23, -0.16], [0.00, -0.09, -0.01], [0.05, -0.04, -0.05], [0.02, 0.00, -0.01], [-0.01, 0.02, 0.00], [-0.01, -0.02, 0.00], [-0.01, -0.02, 0.02], [0.04, -0.02, -0.03], [0.05, 0.01, 0.05], [0.01, 0.02, 0.08], [-0.30, -0.22, -0.43], [0.79, -0.05, 0.72], [-0.07, -0.02, -0.05], [-0.08, 0.09, 0.01], [0.07, -0.15, -0.09], [0.05, 0.13, 0.04], [-0.05, -0.17, 0.17], [-0.58, 0.49, -0.16], [-0.01, 0.11, -0.04], [0.01, -0.04, 0.01], [0.05, -0.05, -0.02], [0.02, -0.01, 0.05], [-0.06, 0.01, 0.05], [-0.04, 0.05, 0.04], [-0.10, -0.01, -0.08], [-0.07, 0.02, -0.03], [-0.01, 0.07, -0.10], [-0.07, 0.06, -0.04], [0.19, -0.07, 0.03], [0.11, -0.04, -0.02], [0.09, -0.25, 0.02], [0.02, -0.06, 0.09], [0.03, 0.00, 0.06], [-0.01, 0.52, 0.18], [-0.11, -0.31, 0.08], [0.03, -0.04, -0.08], [-0.08, 0.14, 0.13], [0.07, -0.10, -0.11], [-0.14, -0.09, 0.09], [0.03, 0.41, 0.07], [-0.16, -0.15, -0.07], [0.01, -0.09, -0.09], [-0.05, -0.02, -0.01], [-0.01, -0.07, -0.06], [-0.01, 0.02, 0.00], [-0.04, 0.02, -0.02], [-0.04, 0.06, -0.01], [-0.02, 0.00, 0.01], [0.03, 0.05, -0.07], [0.01, 0.00, -0.03], [-0.02, 0.04, 0.03], [-0.03, -0.02, -0.03], [-0.01, -0.07, -0.09], [0.01, -0.01, 0.00], [0.02, 0.01, -0.01], [0.01, 0.00, 0.01], [0.02, -0.02, -0.02], [0.09, -0.09, -0.07], [0.04, -0.02, 0.09], [0.01, -0.02, 0.04], [0.02, 0.06, -0.03], [0.07, -0.03, -0.01], [-0.02, 0.04, 0.03], [0.04, -0.01, -0.01], [0.03, 0.06, 0.00], [-0.01, 0.04, 0.03], [0.02, -0.03, 0.01]],
  "total_charge": -2,
  "de_lowest_kj_mol": 47.5,
  "multiplicity": 2,
  "homo_energy_ev": [0.361, -2.869],
  "homo_lumo_gap_ev": [3.67, 6.90]
}